#1
DFT (the ωB97M-V functional and the def2-TZVPD basis) results for a 2-piece molecular cluster, C4H5NO2 overall.

```
12
Properties=species:S:1:pos:R:3:mulliken_charge:R:1
O 1.3095 1.6276 1.6594 -0.42
C 1.1379 0.9119 0.7512 0.76
N 1.2819 0.1685 -0.2237 -0.49
C 0.4846 -1.0563 -0.2908 -0.49
C -0.9516 -0.6450 -0.0243 0.22
O -1.3319 -0.3147 1.3582 -0.17
C -1.0334 0.6871 0.6213 -0.45
H 0.0374 1.2832 -1.2880 -0.01
H 0.9085 -1.7733 0.4236 0.34
H 0.5541 -1.5018 -1.2875 0.29
H -1.7802 -0.9645 -0.6410 0.38
H -0.6167 1.5773 -1.0584 0.04
```

The LUMO energy comes out at -0.012 Ha. The calculation puts the HOMO energy at -10.09 eV. For the gap between HOMO and LUMO, the calculation gives 9.766 eV.

=====

#2
DFT (the ωB97M-V functional and the def2-TZVPD basis) results for C4H5NO2 in the gas phase.

```
12
Properties=species:S:1:pos:R:3:mulliken_charge:R:1
O 0.1610 -0.7592 -2.0744 -0.55
C 0.0283 -0.3509 -0.9857 0.21
C 1.1065 0.4296 -0.3879 -0.13
O 0.9416 1.0505 0.9511 -0.38
C -0.0634 0.4576 1.6489 -0.29
C -1.1094 -0.1988 1.1431 -0.22
N -1.1269 -0.6568 -0.2494 -0.13
H 1.3463 1.2246 -1.0767 0.28
H 1.9970 -0.3132 -0.3077 0.22
H -0.0824 0.7683 2.6942 0.33
H -2.0176 -0.3304 1.6741 0.38
H -1.9471 -1.1071 -0.7617 0.27
```

The LUMO energy comes out at 0.028 Ha. As for the SMILES: O=C1COC=CN1. The calculation puts the HOMO energy at -8.34 eV. For the gap between HOMO and LUMO, the calculation gives 9.106 eV.

=====

#3
DFT (the ωB97M-V functional and the def2-TZVPD basis) results for a 2-piece molecular cluster, C4H5NO2 overall.

```
12
Properties=species:S:1:pos:R:3:mulliken_charge:R:1
O -1.0613 2.7415 -0.2261 -0.22
C -0.5896 1.8018 0.2201 0.26
C -1.0953 -0.4354 0.4390 -0.48
C -0.1452 -1.2902 -0.2585 -0.19
N 1.0490 -0.7876 0.4136 -0.57
C 1.6057 0.3057 -0.0887 0.13
O 1.1154 1.1338 -0.8958 -0.59
H -1.1533 -0.5086 1.5179 0.32
H -1.9093 0.0606 -0.0741 0.38
H -0.1666 -1.1458 -1.3451 0.26
H -0.2649 -2.3561 -0.0205 0.29
H 2.6155 0.4802 0.3182 0.41
```

The LUMO energy (spin up / spin down) comes out at -0.057 / -0.057 Ha. The calculation puts the HOMO energy (spin up / spin down) at -9.23 / -9.22 eV. For the gap between HOMO and LUMO (spin up / spin down), the calculation gives 7.679 / 7.674 eV.

=====

#4
DFT (the ωB97M-V functional and the def2-TZVPD basis) results for C4H5NO2 in the gas phase.

```
12
Properties=species:S:1:pos:R:3:mulliken_charge:R:1
O 0.9788 -1.5473 0.0964 -0.45
C 0.8839 -0.4341 -0.7550 0.10
C 0.6137 0.7116 0.2265 -0.34
C -0.7597 1.2299 0.2192 -0.23
N -0.4169 0.0496 1.0380 -0.50
C -0.4433 -1.2118 0.2521 0.19
O -0.5395 -0.8816 -1.1088 -0.51
H 1.6469 -0.3176 -1.5360 0.47
H 1.4346 1.1978 0.7481 0.32
H -1.3563 1.0794 -0.6738 0.22
H -0.9718 2.1168 0.8072 0.26
H -1.0703 -1.9927 0.6862 0.47
```

The LUMO energy comes out at 0.037 Ha. The calculation puts the HOMO energy at -10.09 eV. For the gap between HOMO and LUMO, the calculation gives 11.103 eV.

=====

Which of them is least stable? Easy: #1.